No. 1
# C22H25BF4LaNO

A structure of composition C22H25BF4LaNO (ωB97M-V/def2-TZVPD, the OMol25 dataset).

- Relative energy (zero: lowest compared OMol25 entry of this formula, charge and spin): 52.7 kcal/mol
- M: 545.16 Da

```
55
Properties=species:S:1:pos:R:3:nbo_charge:R:1
La -0.24246 0.47324 2.09928 2.0586
F -1.64795 1.55382 3.72774 -0.5888
F -1.83347 1.18179 6.01293 -0.5151
F -0.31999 -0.02258 4.73970 -0.5426
F 0.07670 2.18456 5.11075 -0.5257
O -1.18040 1.92952 0.62206 -0.7000
N -1.45170 1.78239 -1.73838 -0.6897
C 1.74667 1.50984 1.05992 -0.4749
C 2.34681 -0.66939 1.56112 -0.2752
C 2.06318 2.47808 -2.67710 -0.2024
C -0.17017 -2.59361 0.95724 -0.3678
C 3.27727 0.60353 -3.61261 -0.2106
C 0.84508 0.54201 -3.36349 -0.1755
C -1.90844 -1.57350 -0.70334 -0.0141
C -1.35163 -0.20490 -0.20378 -0.6007
C 2.07259 1.44587 2.45043 -0.4139
C -1.40976 -2.66507 2.88068 -0.3123
C -0.42066 2.57545 -2.43817 -0.2316
C 0.83874 1.82436 -2.80561 -0.0793
C -1.53824 -2.41644 0.57098 -0.1554
C -0.09080 -2.78965 2.35900 -0.3442
C 1.94584 0.19331 0.50605 -0.3760
C 2.42570 0.09520 2.75995 -0.3280
C -1.18827 -2.06295 -1.95111 -0.6105
C -2.28699 -2.37012 1.79589 -0.3587
C -1.34451 1.27496 -0.51647 0.7883
C -3.39920 -1.36587 -0.99070 -0.6141
C 2.05556 -0.06214 -3.73489 -0.2096
C 3.26671 1.87946 -3.05307 -0.1980
B -0.91309 1.24777 5.03404 1.3598
H -3.35967 -2.15510 1.86067 0.2145
H 0.79268 -3.13106 2.89303 0.2217
H -0.08687 0.00713 -3.56611 0.2119
H 2.04913 3.51000 -2.30983 0.2140
H -3.89633 -0.72452 -0.23670 0.2090
H 1.49723 2.39083 0.46949 0.2486
H 2.05538 -1.03643 -4.20678 0.2183
H 2.74919 -0.28916 3.73336 0.2528
H -3.89247 -2.35406 -1.00959 0.2356
H 4.20916 0.18402 -4.00791 0.2258
H -2.38873 1.77775 -2.11867 0.4352
H -1.49236 -1.44910 -2.82212 0.1934
H 0.66471 -2.61437 0.24449 0.2065
H -1.70380 -2.85000 3.90312 0.2263
H 1.95418 -0.04462 -0.55640 0.2434
H -1.90601 -0.19288 0.79865 0.2102
H -0.18048 3.40331 -1.73139 0.2131
H -0.09509 -2.00994 -1.82581 0.2123
H -3.52696 -0.85898 -1.97660 0.1974
H 2.59854 -1.72282 1.43724 0.2414
H -0.78678 3.03657 -3.36037 0.2358
H 2.03588 2.28410 3.14267 0.2627
H -1.48891 -3.11734 -2.09976 0.2346
H 4.19062 2.45119 -2.97024 0.2223
H -0.25536 -0.47348 -0.14346 0.3213
```

=====

No. 2
# C22H25BIO11S

A cluster of 2 separate species, C22H25BIO11S in total (ωB97M-V/def2-TZVPD, the OMol25 dataset).

- Charge: -1
- M: 635.21 Da

```
61
Properties=species:S:1:pos:R:3:nbo_charge:R:1
I 5.03898 -0.91460 -1.54287 0.0508
S 0.24782 3.59933 1.02758 1.8411
O 6.96452 0.84858 1.52271 -0.5488
O -5.38889 -1.27962 -1.69255 -0.6350
O 1.19449 4.52780 0.29441 -0.9712
O 4.93710 2.03886 1.32229 -0.5404
O -6.01237 -5.76611 -0.42599 -0.5286
O -6.43476 -6.59544 -2.98322 -0.6406
O 0.48293 3.67286 2.54043 -0.9897
O -5.89858 -2.09430 -4.23996 -0.5240
O 0.51997 2.00485 -1.05527 -0.7446
O 5.76158 2.94526 -0.63086 -0.6180
O 1.80174 1.20918 0.74578 -0.7263
C -1.06317 0.74451 2.46905 -0.1975
C 2.59423 0.83840 -0.42520 0.2233
C -6.19686 -5.28174 -2.71383 0.3008
C -2.04112 0.72375 -0.03111 -0.2268
C -5.68078 -3.50105 -0.98599 -0.3616
C 3.51767 2.03140 -0.96010 -0.5524
C -2.38033 0.09573 3.02870 -0.2495
C -1.55610 4.02966 0.76737 -0.8605
C 4.78562 2.36818 -0.05361 0.8190
C 7.23646 3.19917 2.09304 -0.7269
C -5.96485 -4.90687 -1.28990 0.4715
C 1.35559 0.89508 -1.51123 -0.0983
C -6.17319 -4.36832 -3.68635 -0.3643
C 4.42751 -1.72038 1.53446 -0.6392
C 3.00980 -1.54044 0.80086 -0.4385
C -3.37512 0.07408 0.48787 -0.2644
C -5.91275 -2.95769 -3.37988 0.4731
C -0.86761 1.07018 0.96014 -0.2843
C -3.50618 -0.21672 2.00121 -0.2577
C 6.34914 1.94365 1.63699 0.8291
C -5.65364 -2.58764 -1.95910 0.3051
C 3.06422 -0.69221 -0.57514 -0.2914
B 0.49149 1.78927 0.40281 0.6208
H -6.40075 -7.04766 -2.11751 0.5033
H -1.88066 0.99992 -1.13450 0.2268
H 6.68292 4.19609 2.05365 0.2388
H 4.19970 -2.13138 2.59333 0.2023
H 0.60390 0.02726 -1.47881 0.1837
H 5.00458 -0.74962 1.68318 0.2406
H 1.80723 1.08548 -2.55145 0.1822
H -1.86650 3.71260 -0.28681 0.2337
H -4.49664 -0.66555 2.36604 0.2020
H 2.67101 -2.60430 0.49268 0.1936
H -2.25344 3.49291 1.49613 0.2510
H -1.75212 5.15041 0.87974 0.2356
H 8.07733 3.27593 1.30285 0.2536
H -5.42823 -0.82461 -2.55686 0.5073
H -2.51766 -0.10502 4.14543 0.2179
H 2.24828 -1.15151 1.55462 0.2547
H -0.21768 1.01808 3.20009 0.2441
H 3.87210 1.84777 -2.02664 0.2587
H 2.87127 2.99209 -0.98270 0.3151
H 7.77229 3.03737 3.09220 0.2381
H -5.49651 -3.24509 0.04906 0.2538
H 2.33555 -1.22539 -1.29504 0.2281
H -6.34214 -4.62685 -4.72304 0.2430
H -4.20442 -0.13945 -0.26638 0.2290
H 5.03600 -2.54612 1.01720 0.2084
```

=====

No. 3
# C22H25Br36

A structure of composition C22H25Br36 (ωB97M-V/def2-TZVPD, the OMol25 dataset).

- Charge: -1
- M: 3165.99 Da

```
83
Properties=species:S:1:pos:R:3:lowdin_charge:R:1
Br -6.54246 -1.85043 -7.82515 0.5547
Br 1.43895 0.36717 -1.07995 0.5243
Br 4.86995 3.95602 0.59087 0.5120
Br 0.58917 -6.35247 5.01482 0.5529
Br -4.91745 -4.50084 -5.37726 0.5152
Br 4.25699 9.14788 -2.89602 0.5626
Br 5.36513 -0.80076 -2.03865 0.5374
Br -4.33344 -5.12124 -2.30079 0.7683
Br 1.84538 -6.70818 2.09436 0.5392
Br 2.22649 -2.73762 -1.20953 0.5420
Br 5.65492 6.15427 3.65580 0.5321
Br 6.71567 3.18616 4.16473 0.5607
Br 3.69191 7.68089 -0.11537 0.5565
Br 2.17730 4.70664 2.12844 0.5526
Br -7.44588 -1.70973 -2.04410 0.5873
Br -4.73355 -1.47094 -3.68921 0.5422
Br 5.35933 6.19488 -2.38918 0.5497
Br 6.37947 -0.87770 -6.22306 0.5667
Br -4.00385 -3.10755 -9.28957 0.5612
Br 5.76278 0.27403 0.93528 0.5584
Br -6.50023 1.13105 -3.15534 0.5662
Br 2.10632 4.01383 -0.99861 0.5440
Br -1.25474 3.65286 0.78171 0.5466
Br -0.65906 -4.75470 2.53432 0.7904
Br -0.70740 -1.83750 -0.24213 0.8740
Br 5.02233 4.69121 6.41529 0.5693
Br -2.10485 2.79744 3.73565 0.5805
Br -3.71331 -0.39370 -7.63520 0.5705
Br 9.05408 0.59749 -5.29698 0.5559
Br -5.56163 -7.39868 -4.18619 0.5552
Br 8.31457 -2.26761 -4.10421 0.5521
Br 6.52323 8.25859 7.80480 0.5545
Br 7.43689 1.55862 -1.46565 0.5485
Br 4.59770 9.62643 5.66250 0.5565
Br 7.28349 11.09892 6.56343 0.5596
Br 0.49454 1.51345 2.40804 0.5634
C -4.54083 -1.28886 4.02473 -0.3376
C -3.32754 -2.09044 0.39906 -0.3552
C 0.23677 -6.36146 3.11394 -1.5963
C -3.43048 -3.52475 2.29760 -0.1209
C 2.96802 3.67974 0.69641 -1.5770
C -3.02922 -3.21223 -0.37879 -0.3160
C -2.94804 -4.49728 0.15754 -0.2557
C 1.17619 -1.38627 -0.31144 -1.5588
C -4.87331 -1.48468 -8.71872 -1.6350
C -3.14923 -4.64747 1.52446 -0.2577
C 3.95683 7.45913 -2.01113 -1.6384
C 5.32013 4.46691 4.52570 -1.6370
C -3.90314 -1.01623 2.64611 -0.2725
C 8.20031 -1.09840 -5.63170 -1.6345
C 6.41610 9.40269 6.25890 -1.6490
C -4.41276 -5.84648 -4.08885 -1.5845
C -5.81609 -2.19627 3.88156 -0.2394
C 6.59688 -0.03639 -0.77495 -1.6127
C -6.51077 -0.77689 -3.44655 -1.6178
C -3.44962 -0.70830 -0.25675 -0.1255
C -3.55143 -2.24715 1.78740 -0.1813
C -1.27012 2.24176 2.09579 -1.5936
H -2.84398 -3.08966 -1.44596 0.0380
H -5.55932 -3.24993 4.12053 0.0280
H -2.73750 -5.39236 -0.41710 0.0389
H -3.56922 -3.61918 3.37867 0.0999
H 8.74220 -1.57379 -6.43760 -0.0342
H 7.38193 -0.76328 -0.61592 -0.0316
H -3.15167 0.05078 0.47638 0.0484
H -3.10797 -5.60902 2.02734 0.0795
H 4.40583 4.06911 4.10209 -0.0712
H -5.10689 -0.91737 -9.60918 -0.0333
H -2.81203 -0.59035 -1.13681 0.0226
H 1.52963 -1.33815 0.71129 -0.0343
H 3.04093 7.04700 -2.41366 -0.0387
H -6.06624 -2.21347 2.80064 0.0457
H -6.66499 -1.84340 4.47979 0.0233
H 2.80914 2.63375 0.93247 -0.0786
H -3.41576 -6.17509 -4.34944 -0.0283
H -4.49441 -0.54550 -0.56752 0.0681
H 6.95417 8.90853 5.46069 -0.0425
H -3.78573 -1.82818 4.63952 -0.0074
H -0.43795 -7.18549 2.92383 -0.0297
H -4.58635 -0.34086 2.10321 0.0910
H -2.94899 -0.46554 2.79642 0.0851
H -7.05093 -0.95524 -4.36674 -0.0448
H -1.87133 1.43781 1.68882 -0.0612
```

=====

No. 4
# C22H25BrN2OPTl

A structure of composition C22H25BrN2OPTl (ωB97M-V/def2-TZVPD, the OMol25 dataset).

- Relative energy (zero: lowest compared OMol25 entry of this formula, charge and spin): 0.0 kcal/mol
- M: 648.72 Da

```
53
Properties=species:S:1:pos:R:3:nbo_charge:R:1
Tl 1.74749 -1.66064 -0.57398 0.7894
Br 5.89872 4.75933 -3.02291 0.0252
P -1.66069 -1.02848 -0.60126 0.8147
O 3.37995 -0.57994 -1.89507 -0.8187
N 1.67820 0.88637 0.03052 -0.5590
N 1.03604 -0.80117 2.11575 -0.4543
C 0.70901 1.28103 0.96906 0.1382
C 5.07333 3.08878 -2.65150 -0.1622
C 0.02204 2.46702 0.87271 -0.2454
C -0.93422 2.84985 1.83610 -0.1962
C -2.45293 -1.96447 -1.98668 -0.7165
C -1.22605 2.03310 2.88867 -0.2045
C 3.49477 1.75475 -1.39357 -0.2014
C -2.24420 -1.96798 0.87593 -0.7126
C 5.43854 1.95399 -3.39530 -0.1853
C 2.48663 1.80754 -0.37592 0.1724
C 0.39319 0.39577 2.04684 0.1992
C -4.24166 0.27916 -0.51126 -0.6126
C 0.74120 -1.61551 3.09399 0.0627
C 4.12976 2.98671 -1.67366 -0.1748
C -0.19425 -1.31763 4.10791 -0.2656
C -0.56911 0.78350 3.00531 -0.1095
C -1.49336 -2.95082 -2.65163 -0.6043
C 3.86391 0.57884 -2.11800 0.4288
C -1.65438 -3.37390 0.95886 -0.6094
C -0.84223 -0.11994 4.05881 -0.1351
C 4.85553 0.74700 -3.13432 -0.2845
C -2.72788 0.47482 -0.49715 -0.7089
H -2.03963 -4.01084 0.16172 0.2053
H 5.13557 -0.13533 -3.69463 0.2212
H -4.74942 1.24417 -0.46591 0.2133
H 0.20645 3.11406 0.02457 0.2230
H -0.56564 -3.35551 0.87542 0.2092
H -1.98412 -3.49293 -3.46114 0.2118
H 2.41153 2.79040 0.10462 0.1612
H -3.35381 -2.47305 -1.63117 0.2140
H 1.26428 -2.56691 3.10317 0.1967
H -2.42217 1.11943 -1.32626 0.2264
H -1.95967 2.31605 3.63295 0.2155
H -1.94250 -1.38382 1.74966 0.2239
H -1.11006 -3.68470 -1.94200 0.2053
H -2.42005 0.99786 0.41244 0.2329
H -4.57606 -0.22460 -1.41844 0.2052
H -1.57065 0.15426 4.81268 0.2196
H -0.38215 -2.03341 4.89608 0.2259
H 3.84820 3.86350 -1.10258 0.2132
H -0.63340 -2.42709 -3.07242 0.2119
H -2.77678 -1.22294 -2.72230 0.2252
H -3.33591 -2.02331 0.88188 0.2116
H -1.44400 3.79798 1.72527 0.2208
H -1.91075 -3.84751 1.90789 0.2120
H -4.58340 -0.30662 0.34228 0.2024
H 6.18682 2.04376 -4.17206 0.2228
```

=====

No. 5
# C22H25BrN4O4

An isolated molecule of C22H25BrN4O4 (ωB97M-V/def2-TZVPD, the OMol25 dataset).

- Relative energy (zero: lowest compared OMol25 entry of this formula, charge and spin): 0.0 kcal/mol
- SMILES string: NC(=O)C[C@@H](NC(=O)Cc1ccc(Br)cc1)c1ccc(NC2CCCC2)c([N+](=O)[O-])c1
- M: 489.37 Da

```
56
Properties=species:S:1:pos:R:3:nbo_charge:R:1
Br -3.19720 3.65238 -0.07814 0.0735
O 2.08602 -5.69707 0.19169 -0.6283
O 1.60232 2.79209 0.17845 -0.4327
O -2.36697 -4.13101 -0.96630 -0.6565
O -0.35732 1.91725 0.12687 -0.4012
N 0.04479 -5.86615 -0.76100 -0.8360
N 3.69574 1.27444 0.42728 -0.5798
N 0.85854 1.81233 0.16689 0.5212
N -1.39823 -2.57166 0.33276 -0.6175
C 0.93387 -5.33282 0.09557 0.6740
C -3.79041 -2.48848 0.09720 -0.5367
C 5.73195 0.99866 -0.92630 -0.4132
C 0.51283 -0.54905 0.11508 -0.1715
C 0.92715 -1.85678 0.15011 -0.1114
C -3.50086 1.13226 1.20439 -0.2316
C 0.34094 -4.20777 0.93803 -0.5163
C 3.21120 -1.08236 0.29603 -0.3054
C 2.81339 0.27576 0.30719 0.2350
C -3.64938 -0.24321 1.24016 -0.2487
C 1.41691 0.51824 0.20150 -0.0142
C -3.34378 1.03930 -1.19630 -0.2304
C 5.71575 3.37687 -0.32530 -0.4173
C 5.65700 2.40783 -1.52243 -0.4135
C -0.04652 -3.00369 0.04762 -0.0554
C -3.35255 1.76558 -0.01682 -0.0559
C 2.30780 -2.10697 0.22392 -0.0777
C 5.13260 1.16085 0.47774 -0.0467
C 5.71926 2.49700 0.93343 -0.4083
C -3.49538 -0.33333 -1.14676 -0.2186
C -2.46413 -3.15816 -0.24082 0.7026
C -3.65988 -0.99148 0.06842 0.0490
H 4.71855 2.53332 -2.06207 0.2091
H 5.19012 0.26684 -1.52352 0.2171
H -3.21948 1.54374 -2.14175 0.2319
H 5.14629 2.93496 1.74914 0.2197
H 2.66535 -3.12526 0.20762 0.2306
H 3.31383 2.21296 0.34171 0.4349
H 4.84922 4.03718 -0.32904 0.2095
H 5.41000 0.34220 1.14872 0.2042
H -3.77266 -0.73535 2.19521 0.2146
H 6.46843 2.58254 -2.22651 0.2148
H -4.10343 -2.82925 1.08693 0.2356
H 6.76840 0.67336 -0.83511 0.2058
H -4.52726 -2.83214 -0.63044 0.2475
H 0.34784 -6.58883 -1.39229 0.4001
H 6.73876 2.33419 1.28267 0.2135
H -1.53465 -1.83586 1.00786 0.4125
H 4.26219 -1.31419 0.33896 0.2233
H -3.50057 1.70712 2.11733 0.2314
H -0.06216 -3.34251 -0.99888 0.2341
H -0.52804 -0.28629 -0.00148 0.2467
H 6.60465 4.00419 -0.36137 0.2149
H -0.55868 -4.59054 1.42232 0.2344
H 1.05294 -3.91669 1.70954 0.2354
H -3.48972 -0.90496 -2.06327 0.2186
H -0.88121 -5.47090 -0.87939 0.4292
```

=====

No. 6
# C22H25ClFN3O5S

An isolated molecule of C22H25ClFN3O5S (ωB97M-V/def2-TZVPD, the OMol25 dataset).

- Relative energy (zero: lowest compared OMol25 entry of this formula, charge and spin): 5.7 kcal/mol
- SMILES string: O=C(CN(Cc1ccc(Cl)cc1)C(=O)CNS(=O)(=O)c1ccc(F)cc1)NC[C@@H]1CCCO1
- M: 497.98 Da

```
58
Properties=species:S:1:pos:R:3:nbo_charge:R:1
Cl 3.91055 1.99296 2.40728 -0.0031
S -1.77584 -1.04221 1.06421 2.3178
F -6.07700 2.90694 0.60758 -0.3177
O 2.51177 2.04063 -0.93487 -0.5548
O -1.33432 -0.88660 -2.22941 -0.6912
O -1.74478 -1.57454 2.38889 -0.9326
O 0.09185 -4.10302 1.53743 -0.6079
O -0.55969 -0.45362 0.55677 -0.9676
N 0.83945 -0.34299 -1.97457 -0.6028
N -2.35053 -2.21226 0.01787 -0.8732
N 0.54728 -3.09598 -0.41603 -0.4392
C -3.08556 0.16532 0.92754 -0.3439
C -3.24242 0.85486 -0.26062 -0.1793
C 0.18137 -2.68195 -1.74859 -0.3024
C -1.81687 -3.54363 0.23030 -0.3274
C 1.88602 -1.36075 1.72231 -0.1707
C -3.92020 0.38089 2.00738 -0.1526
C 3.35064 0.52721 1.68678 -0.0619
C 2.44923 -1.82249 0.53780 -0.0481
C 2.80736 3.41565 -0.76279 -0.0635
C -0.31372 -3.59994 0.50846 0.6679
C 1.96527 -3.11316 -0.07003 -0.2375
C -4.25892 1.78740 -0.37511 -0.2696
C 1.59337 4.02180 -0.06488 -0.4335
C 2.32545 -0.18113 2.29225 -0.2140
C 3.47394 -1.09409 -0.05557 -0.2628
C 1.10405 1.83138 -0.85333 0.0738
C 0.46238 3.21551 -0.69658 -0.4169
C -5.08934 1.99946 0.71382 0.4131
C 3.94015 0.07527 0.51946 -0.1461
C 0.62548 1.08169 -2.10012 -0.2348
C -0.18280 -1.19951 -1.95360 0.7143
C -4.94020 1.31162 1.90688 -0.2821
H 1.64485 3.82611 1.00603 0.2118
H 1.02160 -2.90607 -2.41547 0.2226
H -0.43554 3.17457 -0.08536 0.2244
H -4.41669 2.34337 -1.28551 0.2347
H -2.29099 -3.94105 1.13258 0.2481
H -2.24296 -1.86432 -0.93257 0.4320
H -3.75393 -0.18407 2.91039 0.2477
H -0.44374 1.23632 -2.25222 0.2267
H 1.72778 -0.61221 -1.57181 0.4169
H 2.54376 -3.35968 -0.96500 0.1949
H 1.87789 0.18079 3.20433 0.2296
H 0.89371 1.20450 0.02366 0.2114
H -2.57644 0.64864 -1.08296 0.2561
H 1.50711 5.09266 -0.23220 0.2166
H 1.10173 -1.92402 2.20102 0.2448
H 2.08745 -3.91562 0.66614 0.2568
H 4.74037 0.63234 0.06060 0.2214
H 1.17749 1.44787 -2.97223 0.2066
H 3.72708 3.49488 -0.18028 0.1936
H 0.21081 3.62468 -1.67714 0.1967
H -0.68111 -3.26401 -2.08879 0.2218
H 2.96614 3.88573 -1.74479 0.1591
H 3.93848 -1.45250 -0.96493 0.2122
H -2.08686 -4.17787 -0.61800 0.2265
H -5.61139 1.50824 2.72763 0.2371
```

=====

| no. | Kohn-Sham gap (eV) | largest force on an atom (eV Å⁻¹) | E_HOMO (eV) |
| --- | --- | --- | --- |
| 1 | 6.19 | 6.16 | -7.3575 |
| 2 | 5.12 | 5.36 | -5.4027 |
| 3 | 2.51 | 1.80 | -1.5629 |
| 4 | 6.92 | 0.08 | -7.2225 |
| 5 | 7.77 | 1.42 | -8.2662 |
| 6 | 9.37 | 0.95 | -8.8169 |